108
Properties=species:S:1:pos:R:3 method="wB97M-V/def2-TZVPD" homo_ev=-6.540 lumo_ev=-0.3 orbital_gap_ev=6.284 total_energy_ha=-9557.1854
Cd 7.3925 -23.0095 -10.5353
Br 4.3251 -19.8630 -10.5849
C 2.3304 -20.0165 -10.8414
Br 1.7903 -19.7342 -12.6453
H 1.8694 -19.4099 -10.1004
H 2.1308 -21.0996 -10.6550
C 0.5316 -27.5419 -2.3134
C 1.2767 -26.3520 -2.9004
C 1.1293 -25.0532 -2.3915
C 1.7442 -23.9346 -3.0783
C 2.6493 -24.1379 -4.1723
C 2.7529 -25.4167 -4.6648
C 1.9990 -26.4464 -4.0867
S 3.4644 -22.7349 -4.7919
O 2.6088 -21.6061 -4.3621
C 5.0939 -22.6093 -3.9193
C 5.9382 -23.7186 -4.0665
C 7.1416 -23.7712 -3.3618
C 7.5654 -22.5738 -2.7054
C 8.8478 -22.6296 -2.1465
C 9.2466 -21.6851 -1.2749
C 8.3043 -20.7101 -0.8883
C 7.0861 -20.5748 -1.5460
C 6.7230 -21.4909 -2.5660
C 5.4653 -21.4116 -3.2708
C 4.6498 -20.0892 -3.1817
C 3.7688 -19.8636 -2.1497
C 3.5023 -20.7475 -1.0978
C 2.7366 -20.4475 -0.0017
C 2.1752 -19.1095 0.1752
C 2.3202 -18.2249 -0.8505
C 3.1308 -18.5534 -1.9725
C 3.2615 -17.6392 -3.0256
C 3.9908 -17.9525 -4.1718
C 4.8107 -19.1021 -4.1646
S 5.8729 -19.3124 -5.6598
O 5.4675 -18.0636 -6.4172
C 7.5640 -19.1364 -5.0947
C 8.4845 -20.1552 -5.0862
C 9.8505 -19.8661 -4.7743
C 10.2795 -18.6279 -4.4457
C 11.6974 -18.2655 -4.1560
C 9.2794 -17.6064 -4.3866
C 7.9912 -17.8111 -4.7944
H -0.1170 -27.1667 -1.5164
H 1.2567 -28.2197 -1.9624
H -0.0988 -28.0343 -3.0833
H 0.6213 -24.8871 -1.4407
H 1.4956 -22.9379 -2.8257
H 3.3730 -25.5736 -5.5492
H 2.0522 -27.4278 -4.5452
H 5.6298 -24.4494 -4.7490
H 7.8291 -24.6753 -3.4507
H 9.4993 -23.4445 -2.4937
H 10.3305 -21.6589 -0.9875
H 8.5480 -19.9810 -0.1296
H 6.4797 -19.6799 -1.2871
H 3.8827 -21.7145 -1.1954
H 2.5210 -21.2108 0.7389
H 1.6422 -18.8247 1.0762
H 1.9105 -17.2486 -0.7752
H 2.8260 -16.7043 -3.0491
H 3.7944 -17.4002 -5.0667
H 8.2721 -21.2357 -5.4435
H 10.5877 -20.6260 -4.8435
H 11.9922 -17.3119 -4.6081
H 12.4060 -19.0086 -4.6440
H 11.8665 -18.2335 -3.0821
H 9.6354 -16.6034 -4.1452
H 7.3285 -16.9416 -4.8420
S 7.8559 -22.6066 -8.1383
C 9.0952 -23.7206 -7.7796
C 9.6839 -23.5427 -6.4116
N 9.9840 -23.4520 -5.2792
C 9.2877 -24.9307 -8.5180
S 9.3138 -24.9421 -10.2238
C 9.7420 -26.0193 -7.7212
N 9.8933 -26.9240 -7.0324
I 1.7188 -25.9826 -10.8934
C 3.6362 -25.4946 -11.3009
C 4.6970 -26.2778 -11.7834
N 5.8072 -25.5513 -11.6639
N 5.5720 -24.3683 -11.1045
C 4.3010 -24.3101 -10.8047
H 4.6833 -27.1626 -12.3701
H 6.7372 -25.8487 -11.9292
H 3.8749 -23.3523 -10.5506
C 6.9344 -22.3472 -13.7084
N 7.0229 -20.9895 -13.2533
C 5.9409 -20.0949 -13.7231
C 7.9425 -20.5728 -12.3680
N 8.5272 -21.3718 -11.5090
N 8.3427 -19.2584 -12.3116
C 8.7927 -18.4773 -13.4326
C 8.5776 -18.5994 -10.9868
H 6.2987 -22.9634 -13.0260
H 7.9205 -22.8409 -13.7594
H 6.4583 -22.3085 -14.6687
H 5.8013 -20.1370 -14.7979
H 6.2024 -19.0697 -13.3942
H 5.0151 -20.3281 -13.1536
H 9.4493 -21.0262 -11.2225
H 9.6173 -17.8755 -13.1313
H 8.0035 -17.8734 -13.9562
H 9.2697 -19.1172 -14.2051
H 8.4070 -19.2839 -10.1244
H 7.9343 -17.7826 -11.1094
H 9.5941 -18.2457 -10.8834